# 1
Here is a molecular structure, C18H42F12O19S11Zn in a non-equilibrium geometry from OMol25. Energies are from wB97M-V/def2-TZVPD.

XYZ file:
```
103
Properties=species:S:1:pos:R:3:forces:R:3:mulliken_charge:R:1
Zn 2.896826 1.620406 3.756969 -0.2 -0.1 -0.5 1.23
C 6.797646 -3.642414 3.060609 0.5 3.3 -1.8 0.58
F 6.159176 -3.894804 1.894409 0.1 0.1 0.6 -0.22
F 6.084646 -4.082534 4.052509 -0.4 -0.9 0.9 -0.21
F 7.988466 -4.231074 2.968309 -0.1 -0.3 0.5 -0.22
S 7.103706 -1.650374 3.338029 -0.2 1.3 -3.3 1.06
O 7.950026 -1.154694 2.222429 -0.6 -1.6 1.3 -0.57
O 5.806226 -0.924724 3.142689 0.7 -1.5 1.2 -0.53
O 7.738356 -1.632674 4.622309 -0.3 -0.2 0.7 -0.62
C -2.197014 5.189656 3.859779 1.6 -1.0 1.2 0.55
F -1.867164 6.483446 3.559609 -1.4 -1.1 0.4 -0.22
F -3.428364 4.952976 4.387289 0.7 1.6 -0.4 -0.22
F -2.166224 4.472106 2.744169 0.1 0.4 -0.3 -0.21
S -0.874144 4.456496 5.097239 0.6 -1.9 1.3 1.07
O -0.344834 5.404006 6.057959 0.0 1.2 -1.5 -0.64
O -1.600824 3.449796 5.830709 -1.5 -0.5 -0.2 -0.66
O 0.064626 3.782286 4.196629 0.4 1.0 -0.5 -0.60
C 4.578606 5.247726 -0.817701 1.0 -0.2 1.1 0.59
F 3.242926 5.368036 -0.663921 0.8 -0.8 -0.5 -0.21
F 4.974976 4.372156 -1.782991 -1.3 0.6 1.0 -0.20
F 5.016056 6.443036 -1.190771 0.2 0.3 -0.1 -0.23
S 5.434806 4.755096 0.885189 3.2 -0.9 1.4 1.09
O 4.469206 3.971326 1.630799 -1.8 0.2 0.2 -0.57
O 6.585566 3.874046 0.602129 -1.3 1.4 -0.9 -0.57
O 5.864936 5.970986 1.599579 -1.3 -0.7 -1.6 -0.62
C -0.335774 0.032376 -1.329201 -0.4 -0.4 2.6 0.53
F 0.580646 0.140996 -2.264981 -0.4 0.1 -0.9 -0.20
F -0.751174 1.280666 -0.964761 0.0 -1.0 -0.8 -0.23
F -1.428624 -0.701024 -1.726201 1.3 1.1 -0.2 -0.21
S 0.482346 -0.813134 0.185509 -1.6 -2.4 2.3 1.12
O -0.574534 -1.430464 0.989169 -1.1 1.9 -0.1 -0.66
O 1.199716 -1.966654 -0.276221 1.8 0.4 -2.1 -0.63
O 1.221716 0.225476 0.871479 0.3 0.6 -0.6 -0.60
C 7.276496 0.132186 -5.063601 0.6 -0.5 1.9 -0.87
S 7.567916 -0.431344 -3.290891 0.5 1.3 0.7 0.46
O 7.950816 0.807946 -2.511981 -0.2 -0.9 -1.0 -0.58
C 5.935986 -0.887784 -2.697391 -0.2 -0.4 -1.0 -0.79
H 8.321256 0.393096 -5.232401 -0.1 0.1 -0.5 0.31
H 6.669886 1.037786 -5.066241 -0.2 -0.3 -0.2 0.25
H 6.978596 -0.734654 -5.653461 -0.2 0.4 -0.1 0.34
H 5.207756 -0.195094 -3.119231 -0.1 0.0 0.5 0.22
H 5.911316 -0.995754 -1.613031 0.2 0.5 -0.1 0.33
H 5.765746 -1.881214 -3.112371 -0.2 -0.1 -0.1 0.34
C -3.170344 4.933836 -4.751661 0.0 -0.4 0.2 -0.85
S -2.304964 6.523936 -5.060031 -0.2 1.5 1.7 0.49
O -3.247564 7.717626 -5.220961 0.7 -2.0 0.0 -0.62
C -1.610044 6.719396 -3.288771 -0.3 -0.1 -1.0 -0.86
H -4.127414 5.151846 -4.277741 0.0 -0.2 -0.1 0.30
H -2.573444 4.251146 -4.146891 0.3 0.7 0.8 0.27
H -3.242204 4.237806 -5.587411 -0.5 0.9 -0.8 0.34
H -0.995204 7.618716 -3.324521 0.5 -0.4 -0.3 0.29
H -1.109694 5.777876 -3.062271 0.4 0.3 0.0 0.32
H -2.289224 6.953876 -2.469111 -0.8 -0.4 -0.5 0.32
C -2.473284 -6.872854 0.486569 0.3 -1.4 1.4 -0.93
S -4.279144 -7.309294 0.495299 -0.8 0.7 -3.3 0.48
O -4.632084 -8.017784 -0.858211 0.9 0.8 3.0 -0.64
C -4.258114 -8.509784 1.866169 0.6 0.2 -0.7 -0.79
H -1.955384 -7.829434 0.556119 0.1 -0.2 0.1 0.32
H -2.344394 -6.384764 1.452629 0.0 0.1 0.1 0.34
H -1.879084 -6.316014 -0.237961 -1.3 0.3 -0.6 0.34
H -4.200714 -9.450424 1.318439 0.3 -0.2 0.5 0.27
H -5.135604 -8.472364 2.511709 -0.1 0.3 -0.4 0.32
H -3.379054 -8.217534 2.440579 0.0 -0.6 0.1 0.29
C -6.913594 -1.959554 -3.050171 0.4 0.5 -0.6 -1.03
S -6.218194 -3.309944 -4.117781 -2.2 0.3 -1.6 0.53
O -7.364594 -4.046934 -4.825601 1.1 0.5 1.6 -0.64
C -5.768984 -2.180414 -5.469641 0.4 0.2 0.4 -0.83
H -7.676534 -1.409394 -3.600941 -1.1 -1.1 0.1 0.40
H -6.287494 -1.068284 -3.008561 1.3 -0.6 0.4 0.40
H -7.115614 -2.321324 -2.042001 -0.4 0.1 -0.3 0.29
H -6.283694 -1.224764 -5.370151 0.2 0.0 0.1 0.26
H -6.133064 -2.631124 -6.392901 0.3 -0.3 0.2 0.33
H -4.684704 -2.084904 -5.412041 0.0 0.3 -0.4 0.29
C 3.095956 -1.899534 8.473049 -0.3 -0.7 -0.8 -0.86
S 1.832736 -0.718994 7.919019 -0.5 0.1 -1.0 0.46
O 2.023346 -0.527924 6.406309 -0.2 -0.5 1.9 -0.58
C 0.296176 -1.781904 8.121229 0.0 1.0 -0.8 -0.93
H 2.932406 -2.293834 9.475989 -0.1 0.5 0.1 0.33
H 4.088356 -1.465254 8.352049 -0.2 0.2 0.1 0.32
H 3.016196 -2.750814 7.796979 0.1 0.0 -0.1 0.29
H 0.221516 -2.426634 7.245529 0.5 -0.5 0.3 0.32
H -0.548734 -1.112704 7.958719 0.2 0.5 0.1 0.31
H 0.105276 -2.216824 9.102299 0.7 -0.3 -0.1 0.35
C 0.751646 0.251746 -7.284081 0.6 0.3 -0.2 -0.91
S 2.404966 0.580386 -6.631311 2.5 0.3 -0.8 0.59
O 3.444146 0.153116 -7.695481 -2.0 0.7 1.4 -0.66
C 2.403316 2.475616 -6.608241 -1.7 -0.7 -0.4 -0.92
H 0.660496 -0.811484 -7.506231 0.4 0.1 0.0 0.31
H 0.731296 0.843896 -8.198981 -0.7 -0.1 0.0 0.28
H 0.013796 0.461296 -6.509631 0.0 0.5 -0.2 0.33
H 1.578036 2.773666 -5.961581 0.4 -0.2 1.0 0.33
H 1.970856 2.912516 -7.508351 0.7 -0.4 -0.8 0.33
H 3.357926 2.928096 -6.339781 -0.1 -0.5 0.1 0.31
C -5.300054 -0.271094 4.330809 0.7 0.2 -0.6 -0.88
S -6.020174 -1.717394 3.566839 -2.9 -1.2 2.9 0.51
O -6.140274 -2.782784 4.686599 0.9 1.2 -1.8 -0.64
C -7.765214 -1.028224 3.693129 0.4 0.7 -1.1 -0.93
H -5.667264 -0.127424 5.346979 0.2 -0.3 -0.1 0.31
H -5.497704 0.616126 3.729229 -0.2 0.0 -0.1 0.34
H -4.224394 -0.423604 4.242519 0.1 0.0 0.5 0.34
H -7.893734 -0.448054 4.606899 0.3 -0.5 0.2 0.29
H -8.557864 -1.766284 3.570329 0.5 -0.4 0.2 0.32
H -7.917884 -0.308514 2.888879 0.1 0.1 -0.2 0.34
```
Forces are in eV/Å.

Results
Net charge: -2
E_LUMO: -2.45 eV
Orbital gap: 2.60 eV
Relative energy (zero: lowest compared OMol25 entry of this formula, charge and spin): 346.7 kcal per mole

---

# 2
Here is 9 unconnected molecules or ions with the total composition C18H42IN10O18S2 from OMol25. Energies are from wB97M-V/def2-TZVPD.

XYZ file:
```
91
Properties=species:S:1:pos:R:3:forces:R:3:mulliken_charge:R:1
C 0.780756 1.377258 4.260134 -0.1 0.0 -0.2 -1.07
C 1.986921 1.300959 3.334433 0.0 -0.2 0.2 0.17
S 1.607454 1.805223 1.630249 0.0 0.1 0.0 -0.20
C 1.307456 0.161882 0.914326 -0.2 0.0 0.4 -0.56
C 0.642071 0.300313 -0.407792 0.3 0.3 0.3 0.95
N 0.832138 1.397216 -1.227071 0.4 0.4 0.1 0.15
C 0.134542 1.279090 -2.333146 0.0 -0.1 -0.1 -0.58
N -0.525193 0.118306 -2.262230 0.1 0.0 0.0 0.04
S -1.572438 -0.360636 -3.570345 -0.4 0.3 -0.3 1.34
C -0.948379 -1.947610 -4.015749 0.1 -0.1 -0.1 -1.00
O -1.256378 0.592644 -4.583589 0.1 -0.1 0.2 -0.65
O -2.881085 -0.444251 -3.024587 0.1 -0.2 0.1 -0.60
C -0.224445 -0.511531 -1.042779 -0.6 -0.5 -0.3 -0.77
C -0.838309 -1.786226 -0.558292 0.0 0.1 0.0 -1.43
C -2.261241 -1.592609 0.000433 -0.1 0.0 0.0 -0.26
C -2.934039 -2.938557 0.252805 0.1 0.0 -0.2 -1.21
I -4.521513 -2.766431 1.652500 -0.1 0.0 0.1 0.09
H -0.036048 0.760016 3.872065 0.1 0.0 0.1 0.25
H 0.407054 2.399082 4.337140 0.1 -0.1 0.0 0.33
H 1.046982 1.010033 5.253342 0.0 0.1 0.0 0.34
H 2.810385 1.929421 3.677456 -0.1 0.0 0.0 0.50
H 2.366467 0.276780 3.280280 0.0 0.1 0.0 -0.33
H 2.256662 -0.374792 0.847739 -0.1 0.0 -0.1 0.33
H 0.644181 -0.398716 1.582004 0.1 0.1 -0.1 0.34
H 1.419546 2.189875 -0.991395 -0.1 0.0 0.0 0.32
H 0.086227 1.964623 -3.164876 0.1 0.0 0.1 0.67
H -1.658029 -2.708435 -3.696269 0.0 0.1 -0.1 0.37
H -0.843510 -1.909160 -5.101686 -0.1 -0.1 0.1 0.46
H 0.026934 -2.115199 -3.559002 0.0 0.1 -0.1 0.30
H -0.190156 -2.163605 0.240295 -0.1 0.0 -0.2 0.64
H -0.821995 -2.546160 -1.344830 -0.1 0.0 0.0 0.39
H -2.872146 -1.013679 -0.694467 0.0 0.0 0.1 0.35
H -2.201109 -1.015012 0.926374 0.1 0.0 -0.1 0.43
H -3.400482 -3.320286 -0.655614 0.1 0.0 0.1 0.43
H -2.238572 -3.682664 0.639825 -0.1 0.0 0.1 0.48
C 5.246339 -1.605671 -1.159188 -0.1 0.0 0.1 -0.80
N 5.216910 -0.754559 0.061563 0.1 0.0 0.1 0.87
O 4.341018 -0.961230 0.890311 0.0 -0.1 -0.2 -0.54
O 6.071246 0.089731 0.169603 0.0 0.0 0.0 -0.52
H 4.427987 -2.312248 -1.108217 0.0 0.0 0.0 0.33
H 5.166951 -0.939495 -2.013087 0.1 0.0 0.0 0.33
H 6.199994 -2.120843 -1.172194 0.0 0.0 0.0 0.28
C 4.747716 -0.842025 3.991123 0.0 -0.1 0.0 -0.89
N 4.675163 0.007902 5.208721 0.0 0.0 0.0 1.02
O 3.779201 -0.219935 6.003525 0.0 0.0 0.0 -0.54
O 5.507185 0.876919 5.331010 0.0 0.0 0.0 -0.58
H 3.939496 -1.561805 4.034408 0.0 0.0 0.0 0.30
H 4.669236 -0.190765 3.126820 0.1 0.0 0.0 0.34
H 5.711594 -1.341384 4.001893 0.0 0.0 0.0 0.37
C -2.843092 3.563142 -2.474826 -0.2 -0.1 0.0 -0.35
N -2.544264 3.769386 -1.032115 0.0 0.0 0.0 1.00
O -3.368865 3.433438 -0.217116 0.0 0.0 0.0 -0.55
O -1.450970 4.245287 -0.776655 0.1 0.0 0.0 -0.57
H -3.821516 3.108843 -2.573495 0.0 0.0 0.1 0.28
H -2.804689 4.527922 -2.969908 0.0 0.0 0.0 0.14
H -2.060861 2.909051 -2.846946 0.0 0.0 -0.1 0.03
C -3.613071 8.547433 -2.821891 -0.1 0.0 0.0 -0.75
N -3.896454 7.225091 -3.443988 0.0 0.0 0.0 0.87
O -4.581820 6.433758 -2.826073 0.0 0.0 0.1 -0.50
O -3.419701 7.011780 -4.539610 0.1 0.0 0.0 -0.50
H -4.103785 8.578542 -1.857263 0.0 0.0 0.0 0.31
H -2.534445 8.634171 -2.734036 0.0 0.0 0.0 0.30
H -3.995598 9.306557 -3.497463 0.0 0.0 0.0 0.30
C 8.285524 -4.569088 -3.696071 0.0 -0.1 0.0 -0.71
N 7.256322 -4.403057 -2.633881 -0.1 0.0 0.0 0.83
O 7.523097 -4.766094 -1.511908 0.0 0.0 0.0 -0.49
O 6.194886 -3.900526 -2.962524 0.0 0.0 -0.1 -0.51
H 9.160293 -5.023058 -3.247746 0.0 0.0 0.0 0.30
H 7.851694 -5.198075 -4.467259 0.0 0.0 0.0 0.29
H 8.498685 -3.581604 -4.093504 0.0 0.0 0.0 0.29
C 4.082716 -3.307618 7.602476 0.0 0.0 0.0 -0.69
N 3.692245 -3.717875 6.226297 0.0 0.0 0.0 0.92
O 2.551591 -4.076247 6.036122 0.0 0.0 0.0 -0.55
O 4.552186 -3.656124 5.367193 0.0 0.0 0.0 -0.52
H 3.218169 -3.418255 8.244746 0.0 0.0 0.0 0.29
H 4.902029 -3.950720 7.908913 0.0 0.0 0.0 0.30
H 4.411913 -2.274263 7.542820 0.0 0.0 0.0 0.25
C -6.758044 -5.105225 4.059572 0.0 0.0 -0.1 -0.61
N -6.101761 -6.384170 4.450208 0.0 0.0 0.0 0.87
O -6.005013 -7.250031 3.607044 0.0 0.0 0.0 -0.52
O -5.703171 -6.463396 5.591855 0.0 0.0 0.0 -0.52
H -7.053955 -5.180108 3.020238 0.0 0.0 0.0 0.31
H -7.612683 -4.961875 4.713405 0.0 0.0 0.0 0.29
H -6.028799 -4.316471 4.217164 0.0 0.0 0.1 0.16
C -6.256974 5.785134 -5.701530 0.0 0.0 0.1 -0.72
N -7.407371 5.899985 -6.640413 0.0 0.0 0.0 0.90
O -8.395003 6.488628 -6.257203 0.0 0.0 0.0 -0.52
O -7.269811 5.390437 -7.732426 0.0 0.0 0.0 -0.53
H -6.524742 6.272647 -4.772410 0.0 0.0 0.0 0.30
H -6.066342 4.726737 -5.554536 0.0 0.0 0.0 0.27
H -5.401488 6.255550 -6.175190 0.0 0.0 0.0 0.29
```
Forces are in eV/Å.

Results
Net charge: +1
E_LUMO: -3.11 eV
Orbital gap: 8.56 eV
Relative energy (zero: lowest compared OMol25 entry of this formula, charge and spin): 0.0 kcal per mole

---

# 3
Here is 3 unconnected molecules or ions with the total composition C18H42IN2O3P2 from OMol25. Energies are from wB97M-V/def2-TZVPD.

XYZ file:
```
68
Properties=species:S:1:pos:R:3:forces:R:3:nbo_charge:R:1
O 1.847800 1.973043 -4.959383 -0.3 -0.1 0.2 -1.01
P 3.193419 1.873213 -3.990276 0.3 -0.2 -0.2 0.49
P 2.488516 0.214244 -2.500438 -0.3 -0.3 0.7 0.27
I 2.967942 3.994500 -2.680449 0.0 0.4 0.1 -0.36
H 2.140133 2.191576 -5.838583 0.0 0.2 -0.4 0.48
H 1.097208 0.371156 -2.988915 0.2 0.0 -0.1 -0.19
H 2.824283 -0.615556 -3.697761 0.0 0.2 -0.1 -0.18
H 3.914322 0.161294 -2.091890 0.0 0.0 -0.1 -0.19
H 2.211314 1.158302 -1.399051 0.1 -0.1 -0.1 -0.17
H 2.148047 -0.948933 -1.708383 0.0 0.1 0.0 -0.11
C -4.310495 1.548557 -2.392181 0.1 -0.1 0.0 -0.63
C -4.034654 2.365826 -1.106684 -0.2 -0.3 -0.3 0.09
C -4.282355 3.868415 -1.312742 0.1 0.2 0.0 -0.41
C -3.176733 4.607928 -2.063022 0.0 -0.1 0.0 -0.40
C -1.815284 4.324423 -1.432436 -0.1 0.2 0.0 -0.42
C -1.503089 2.831749 -1.357532 0.1 -0.4 -0.4 0.10
N -2.633114 2.158296 -0.620243 -0.1 0.8 0.4 0.03
O -2.528604 2.248499 0.657178 0.0 -0.3 -0.2 -0.42
C -1.283189 2.272187 -2.770167 -0.2 0.0 0.0 -0.64
C -0.208334 2.591830 -0.604724 0.0 0.1 0.1 -0.62
C -4.996959 1.864769 -0.038236 -0.1 0.0 0.1 -0.60
H -3.410716 1.126719 -2.821522 0.0 0.0 0.0 0.24
H -4.964188 0.705502 -2.166998 -0.1 0.0 0.0 0.21
H -4.798107 2.153741 -3.158049 0.0 0.0 0.0 0.20
H -4.396748 4.332097 -0.327686 0.1 -0.1 0.0 0.20
H -5.240116 3.984735 -1.826486 0.0 0.0 0.0 0.20
H -3.176745 4.332787 -3.121122 0.0 -0.1 0.0 0.20
H -3.380476 5.680661 -2.027008 0.0 0.0 0.0 0.21
H -1.015558 4.807928 -1.997171 0.0 0.0 0.0 0.23
H -1.792108 4.743687 -0.420914 0.0 -0.1 0.0 0.21
H -1.128510 1.193286 -2.739951 0.0 0.0 0.0 0.23
H -0.373581 2.715803 -3.174860 0.0 0.0 0.0 0.25
H -2.088864 2.494857 -3.466900 0.0 0.0 0.0 0.19
H -0.204963 3.040365 0.386965 -0.1 0.0 0.0 0.21
H 0.589586 3.033610 -1.201077 0.1 -0.1 0.1 0.24
H -0.002584 1.526245 -0.505545 0.0 0.0 0.0 0.23
H -4.777449 0.830277 0.225777 0.0 0.0 0.0 0.22
H -6.009066 1.914425 -0.445779 0.0 0.0 0.0 0.20
H -4.953663 2.464427 0.867033 0.0 0.0 0.0 0.22
C 0.797003 -5.019049 2.729678 -0.1 0.1 0.0 -0.62
C 1.981312 -4.381812 1.962581 -0.4 -0.3 0.1 0.09
C 3.271360 -4.376672 2.797180 0.2 0.1 0.1 -0.41
C 3.342016 -3.295543 3.874058 -0.1 0.0 -0.1 -0.40
C 3.033782 -1.924241 3.276272 0.2 -0.1 0.0 -0.42
C 1.683457 -1.887106 2.563910 -0.5 0.1 0.1 0.10
N 1.661153 -2.983222 1.533367 0.9 0.2 0.0 0.01
O 2.268872 -2.635060 0.456380 -0.3 -0.2 0.1 -0.37
C 0.549889 -2.009367 3.589818 0.0 -0.1 0.0 -0.63
C 1.494660 -0.562536 1.835307 0.1 0.1 0.0 -0.61
C 2.221133 -5.219001 0.713639 0.1 -0.1 -0.1 -0.60
H 0.029290 -4.300380 2.991185 0.0 0.0 0.0 0.22
H 0.308952 -5.769288 2.107786 0.0 0.0 0.0 0.21
H 1.126660 -5.509734 3.647029 0.0 0.0 0.0 0.20
H 4.115310 -4.233836 2.115938 0.0 0.1 -0.1 0.21
H 3.390956 -5.368272 3.240487 0.0 0.0 0.0 0.20
H 2.660800 -3.523943 4.699137 0.0 0.0 0.0 0.19
H 4.346424 -3.287928 4.302669 0.0 0.0 0.0 0.21
H 3.037858 -1.152289 4.049430 0.0 0.0 0.0 0.21
H 3.816421 -1.661631 2.558381 -0.1 0.0 -0.1 0.22
H -0.417352 -2.064155 3.088604 0.0 0.0 0.0 0.22
H 0.554936 -1.114888 4.212994 0.0 0.0 0.0 0.22
H 0.645036 -2.863665 4.256089 0.0 0.0 0.0 0.20
H 2.309743 -0.349998 1.149290 0.0 0.0 0.0 0.25
H 1.440182 0.238091 2.574650 0.0 0.0 0.0 0.20
H 0.568977 -0.564247 1.259894 0.0 0.0 0.0 0.23
H 1.371866 -5.151737 0.034037 0.0 0.0 0.0 0.22
H 2.342395 -6.259703 1.022540 0.0 0.0 0.0 0.19
H 3.110592 -4.905258 0.174883 0.0 0.0 0.0 0.23
```
Forces are in eV/Å.

Results
Net charge: -1
E_LUMO (alpha / beta): 2.50 / 2.50 eV
Orbital gap (alpha / beta): 5.77 / 5.77 eV
Multiplicity: 3